Record 1
{
  "formula": "H22O11",
  "method": "ωB97M-V/def2-TZVPD",
  "elements": ["O", "H", "H", "O", "H", "H", "O", "H", "H", "O", "H", "H", "O", "H", "H", "O", "H", "H", "O", "H", "H", "O", "H", "H", "O", "H", "H", "O", "H", "H", "O", "H", "H"],
  "positions_angstrom": [[1.69, 2.33, -0.99], [1.40, 2.86, -1.74], [2.29, 1.69, -1.37], [0.33, -0.11, -4.25], [-0.12, 0.31, -3.51], [-0.21, -0.88, -4.45], [0.32, -0.05, 3.27], [-0.38, 0.32, 2.74], [0.10, 0.19, 4.17], [0.32, 3.09, 2.28], [-0.30, 2.39, 2.10], [0.41, 3.10, 3.23], [-0.56, -2.48, 1.92], [-0.43, -1.56, 1.72], [-1.47, -2.65, 1.69], [-1.32, -2.13, -1.76], [-0.97, -2.97, -1.45], [-1.93, -1.86, -1.07], [-1.05, 3.81, -0.32], [-0.65, 4.36, -0.98], [-0.33, 3.27, 0.02], [0.39, -3.83, -0.41], [0.81, -3.04, -0.08], [1.08, -4.49, -0.41], [0.14, -0.13, 0.06], [-0.52, -0.19, -0.63], [0.64, 0.66, -0.16], [-1.60, 0.68, -2.50], [-1.97, 1.44, -2.95], [-2.37, 0.15, -2.26], [2.33, -1.45, 2.39], [1.56, -0.89, 2.48], [2.37, -1.95, 3.21]],
  "mulliken_charge": [-0.72, 0.30, 0.35, -0.82, 0.34, 0.30, -0.09, 0.14, 0.12, -0.80, 0.27, 0.37, -0.76, 0.13, 0.40, -0.64, 0.23, 0.37, -0.59, 0.36, 0.29, -0.69, 0.36, 0.29, -1.28, 0.41, 0.42, -0.04, 0.14, 0.12, -0.95, 0.34, 0.31],
  "total_charge": -1,
  "multiplicity": 2,
  "e_above_lowest_kcal_mol": 34.4,
  "homo_lumo_gap_ev": [2.60, 10.27],
  "homo_energy_ev": [0.22, -7.46]
}


Record 2
{
  "formula": "C2H7S2",
  "method": "ωB97M-V/def2-TZVPD",
  "elements": ["S", "H", "C", "S", "C", "H", "H", "H", "H", "H", "H"],
  "positions_angstrom": [[0.08, 2.26, 0.75], [0.21, 2.51, -0.55], [0.36, -0.61, -1.53], [0.00, -1.51, -0.02], [-0.45, -0.46, 1.42], [0.79, 0.40, -1.21], [-0.55, -0.36, -2.13], [1.11, -1.17, -2.05], [-0.62, -1.24, 2.08], [0.47, 0.03, 1.80], [-1.40, 0.15, 1.44]],
  "mulliken_charge": [-0.83, -0.06, -0.63, -0.15, -0.79, 0.09, 0.22, 0.29, 0.33, 0.23, 0.30],
  "total_charge": -1,
  "e_above_lowest_kcal_mol": 28.6,
  "homo_lumo_gap_ev": 6.01,
  "homo_energy_ev": -2.49
}


Record 3
{
  "formula": "C15H4Br2Cl5IrNO",
  "method": "ωB97M-V/def2-TZVPD",
  "elements": ["Ir", "Br", "C", "C", "C", "Br", "C", "C", "C", "C", "N", "C", "C", "O", "H", "H", "H", "H", "Cl", "C", "C", "C", "Cl", "C", "Cl", "C", "Cl", "C", "Cl"],
  "positions_angstrom": [[1.01, 0.39, -0.23], [-1.53, -0.91, -4.71], [-1.82, -1.57, -3.01], [-2.83, -2.48, -2.75], [-3.06, -2.98, -1.48], [-4.45, -4.19, -1.23], [-2.24, -2.59, -0.37], [-2.39, -3.05, 0.95], [-1.53, -2.60, 1.92], [-0.53, -1.69, 1.59], [-0.37, -1.24, 0.35], [-1.21, -1.67, -0.62], [-0.96, -1.13, -1.95], [-0.03, -0.30, -2.13], [-3.47, -2.80, -3.56], [-3.17, -3.76, 1.19], [-1.62, -2.94, 2.94], [0.16, -1.32, 2.33], [-0.50, 3.39, 0.60], [1.21, 3.27, 0.77], [1.82, 2.07, 0.42], [3.20, 1.98, 0.56], [3.83, 0.41, 0.09], [3.99, 3.01, 1.01], [5.68, 2.82, 1.16], [3.35, 4.21, 1.35], [4.29, 5.52, 1.92], [1.96, 4.34, 1.23], [1.20, 5.82, 1.66]],
  "mulliken_charge": [0.75, 0.00, -0.33, -0.32, 0.03, -0.09, 0.95, -0.64, -0.70, -0.16, -0.70, 0.25, 1.02, -0.78, 0.47, 0.38, 0.42, 0.42, -0.20, 0.75, -0.97, 1.14, -0.19, -0.55, -0.15, 0.77, -0.14, -0.28, -0.15],
  "total_charge": 1,
  "multiplicity": 5,
  "homo_lumo_gap_ev": [7.01, 5.33],
  "homo_energy_ev": [-11.48, -11.76]
}


What did the first record say?
{
  "formula": "H22O11",
  "method": "ωB97M-V/def2-TZVPD",
  "elements": ["O", "H", "H", "O", "H", "H", "O", "H", "H", "O", "H", "H", "O", "H", "H", "O", "H", "H", "O", "H", "H", "O", "H", "H", "O", "H", "H", "O", "H", "H", "O", "H", "H"],
  "positions_angstrom": [[1.69, 2.33, -0.99], [1.40, 2.86, -1.74], [2.29, 1.69, -1.37], [0.33, -0.11, -4.25], [-0.12, 0.31, -3.51], [-0.21, -0.88, -4.45], [0.32, -0.05, 3.27], [-0.38, 0.32, 2.74], [0.10, 0.19, 4.17], [0.32, 3.09, 2.28], [-0.30, 2.39, 2.10], [0.41, 3.10, 3.23], [-0.56, -2.48, 1.92], [-0.43, -1.56, 1.72], [-1.47, -2.65, 1.69], [-1.32, -2.13, -1.76], [-0.97, -2.97, -1.45], [-1.93, -1.86, -1.07], [-1.05, 3.81, -0.32], [-0.65, 4.36, -0.98], [-0.33, 3.27, 0.02], [0.39, -3.83, -0.41], [0.81, -3.04, -0.08], [1.08, -4.49, -0.41], [0.14, -0.13, 0.06], [-0.52, -0.19, -0.63], [0.64, 0.66, -0.16], [-1.60, 0.68, -2.50], [-1.97, 1.44, -2.95], [-2.37, 0.15, -2.26], [2.33, -1.45, 2.39], [1.56, -0.89, 2.48], [2.37, -1.95, 3.21]],
  "mulliken_charge": [-0.72, 0.30, 0.35, -0.82, 0.34, 0.30, -0.09, 0.14, 0.12, -0.80, 0.27, 0.37, -0.76, 0.13, 0.40, -0.64, 0.23, 0.37, -0.59, 0.36, 0.29, -0.69, 0.36, 0.29, -1.28, 0.41, 0.42, -0.04, 0.14, 0.12, -0.95, 0.34, 0.31],
  "total_charge": -1,
  "multiplicity": 2,
  "e_above_lowest_kcal_mol": 34.4,
  "homo_lumo_gap_ev": [2.60, 10.27],
  "homo_energy_ev": [0.22, -7.46]
}